(1)
Here is a 3-piece molecular cluster, C4H6N2O2 overall from OMol25. Energies are from ωB97M-V/def2-TZVPD.

XYZ file:
```
14
Properties=species:S:1:pos:R:3:forces:R:3
C -2.08612 0.53736 -0.09908 -4.85 1.83 0.05
C 0.25500 0.14491 0.08545 2.81 -3.55 -2.21
C 1.84687 0.45132 -0.08649 -2.36 2.03 4.14
C 2.81980 -0.74089 0.28922 6.21 -0.75 -3.15
H -3.35687 0.57138 -0.27027 3.78 -0.51 0.00
H -2.08353 1.25512 0.81045 0.45 -1.90 -0.74
H -1.53005 1.25520 -0.84864 -1.62 -2.11 0.40
H -2.08161 -1.73013 -0.93942 1.00 3.36 4.09
H -0.29144 1.12062 0.01258 1.38 -1.55 0.73
H 2.30800 -1.79486 1.23530 1.72 3.30 -2.99
N -1.66728 -0.90518 0.12110 -1.57 -1.96 -4.89
N -0.29534 -1.13382 -0.04830 1.33 7.13 1.30
O 2.12712 1.66888 0.07858 -0.12 -4.39 -1.45
O 4.03547 -0.69990 -0.34047 -8.16 -0.92 4.72
```
Positions in Å, forces in eV/Å.

## Properties
E_tot, eV: -11310.96128
Relative energy (zero: lowest compared OMol25 entry of this formula, charge and spin), kJ/mol: 972.6
LUMO, Eh: -0.0514

Mulliken population analysis, charges in e, atoms 1 to 8: number 1, C, carries -0.7711; number 2, C, carries -0.0964; number 3, C, carries 0.5640; number 4, C, carries -0.0370; number 5, H, carries 0.2834; number 6, H, carries 0.3676; number 7, H, carries 0.2997; number 8, H, carries 0.3347


(2)
Here is the molecule C4H6N2O2 from OMol25. Energies are from ωB97M-V/def2-TZVPD.

XYZ file:
```
14
Properties=species:S:1:pos:R:3:forces:R:3
O 1.49395 -0.82441 2.04456 0.11 -0.36 -0.78
C 1.12736 -1.29453 0.99701 0.00 -1.15 0.72
C 0.30999 -0.48788 0.02508 -1.98 -0.39 -1.93
N -0.61252 -1.24957 -0.49488 0.54 1.11 -0.25
O -1.61750 -0.57420 -1.33063 1.73 -0.31 1.56
N 0.52107 0.89466 -0.09487 1.88 -0.48 1.56
C -0.09096 1.76362 -1.04550 -2.37 -2.51 -2.27
C -0.65521 1.69041 0.28110 0.79 -0.62 -0.64
H 1.23409 -2.43529 0.73395 -0.10 1.86 0.33
H -1.66367 -1.23679 -2.00906 -0.50 -0.54 -0.61
H -0.60928 1.25683 -1.85199 -0.32 0.08 0.26
H 0.39981 2.55895 -1.48348 1.63 1.78 0.17
H -1.42712 1.05614 0.55273 -1.98 -0.61 -0.08
H -0.45230 2.44368 0.92856 0.57 2.14 1.96
```
Positions in Å, forces in eV/Å.

## Properties
E_tot, eV: -11315.90389
Relative energy (zero: lowest compared OMol25 entry of this formula, charge and spin), kJ/mol: 495.7
LUMO, Eh: 0.0061
SMILES string: O=C/C(=N/O)N1CC1

Mulliken population analysis, charges in e, atoms 1 to 8: number 1, O, carries -0.4344; number 2, C, carries -0.0795; number 3, C, carries 0.7131; number 4, N, carries -0.4334; number 5, O, carries -0.3523; number 6, N, carries -0.3722; number 7, C, carries -0.2526; number 8, C, carries -0.3879


(3)
Here is a 2-piece molecular cluster, C4H6N2O2 overall from OMol25. Energies are from ωB97M-V/def2-TZVPD.

XYZ file:
```
14
Properties=species:S:1:pos:R:3:forces:R:3
C 1.81771 0.90863 -0.37612 0.08 2.46 -3.62
C 2.65851 -0.81381 0.42934 1.15 1.58 -1.57
C 0.89306 0.32569 0.32833 -2.62 -0.75 1.78
C -2.50941 -0.54561 -0.56827 0.17 2.07 0.00
N 2.95036 0.16856 -0.38207 0.79 -1.34 1.21
N -1.43164 1.16695 0.60878 0.75 -1.30 -2.69
O 1.41654 -0.81294 0.89327 -0.68 0.30 0.46
O -2.02606 -0.04508 0.71090 0.31 0.34 0.60
H 1.69061 1.67290 -1.15492 0.00 -0.01 0.96
H 3.42797 -1.45723 0.71759 0.32 -1.53 0.77
H -3.04509 -1.44152 -0.38601 -1.49 -0.20 0.75
H -1.77858 -0.97044 -1.22219 1.55 0.51 -0.23
H -2.99762 0.32376 -1.07759 -0.03 -1.18 0.36
H -1.06635 1.52013 1.47897 -0.32 -0.92 1.23
```
Positions in Å, forces in eV/Å.

## Properties
E_tot, eV: -11313.39059
Relative energy (zero: lowest compared OMol25 entry of this formula, charge and spin), kJ/mol: 738.2
LUMO (spin up / spin down), Eh: -0.0033 / -0.0324

Mulliken population analysis, charges in e, atoms 1 to 8: number 1, C, carries -0.3380; number 2, C, carries 0.0066; number 3, C, carries 0.1969; number 4, C, carries -0.5267; number 5, N, carries -0.4919; number 6, N, carries -0.4111; number 7, O, carries -0.2647; number 8, O, carries -0.0653


(4)
Here is C4H6N2O4 as an isolated structure from OMol25. Energies are from ωB97M-V/def2-TZVPD.

XYZ file:
```
16
Properties=species:S:1:pos:R:3:forces:R:3
N 1.27402 1.76834 0.52715 1.11 -1.54 0.48
C -0.11052 2.14358 0.27503 -1.08 -0.43 1.77
O -0.46448 3.28548 0.44557 0.40 -0.52 -0.62
O -0.89734 1.10493 0.17842 0.58 -1.31 -0.90
C -0.39144 -0.68610 -0.21391 -0.97 -0.21 0.02
C 0.02356 -1.15013 -1.42643 1.08 0.87 0.37
N -0.69194 -2.30130 -1.72290 -0.74 0.20 0.16
C -1.55963 -2.40811 -0.77395 0.54 -0.54 -0.69
O -1.43048 -1.46838 0.18040 0.45 1.52 1.11
H 1.78046 2.44643 1.09009 -0.04 0.31 -0.67
H 1.75232 1.46130 -0.31838 0.20 0.50 0.09
H 0.81732 -0.77003 -2.06127 -0.26 -0.19 0.18
H -2.33669 -3.15456 -0.63519 0.29 0.29 -0.01
O 0.76434 -0.66480 1.37995 -0.17 3.20 -0.61
H 1.34273 0.52544 1.16312 -1.43 -1.07 -0.72
H 0.12776 -0.13208 1.91232 0.04 -1.09 0.05
```
Positions in Å, forces in eV/Å.

## Properties
E_tot, eV: -15410.81293
Relative energy (zero: lowest compared OMol25 entry of this formula, charge and spin), kJ/mol: 530.5
LUMO, Eh: -0.0142

Mulliken population analysis, charges in e, atoms 1 to 8: number 1, N, carries -0.5164; number 2, C, carries 0.5734; number 3, O, carries -0.5469; number 4, O, carries -0.4377; number 5, C, carries 0.9041; number 6, C, carries -0.4868; number 7, N, carries -0.5228; number 8, C, carries -0.1470


(5)
Here is C4H6N2O4 as an isolated structure from OMol25. Energies are from ωB97M-V/def2-TZVPD.

XYZ file:
```
16
Properties=species:S:1:pos:R:3:forces:R:3
C -0.93669 -0.12057 -0.27917 0.95 2.03 0.81
C 1.07106 1.25999 -0.34211 -0.27 -0.15 -0.30
C 1.78237 0.13195 0.25018 0.03 -1.94 -1.01
C 1.24268 -1.19021 -0.33092 -1.53 -0.75 1.08
H -3.01725 0.69997 -0.13161 3.99 -3.52 -3.00
H -2.70123 -0.91207 -1.37359 2.54 3.30 2.02
H -1.37905 -0.82323 1.47575 -0.32 -1.41 1.26
H -0.36110 0.48320 1.45094 1.01 0.29 1.67
H 2.83241 0.17896 0.04710 0.55 0.10 -0.43
H 1.74004 0.26352 1.30802 -0.40 -0.64 0.99
N -2.15664 -0.03337 -0.84103 -8.03 -0.57 -1.98
N -1.17156 0.05671 1.10458 0.61 0.42 -0.14
O -0.19276 1.12552 -0.60989 -2.02 -0.26 -0.77
O 1.59624 2.28075 -0.57908 1.78 2.72 -0.44
O 1.79468 -2.24357 -0.39866 -0.03 1.07 -0.24
O -0.14320 -1.15755 -0.75051 1.15 -0.67 0.49
```
Positions in Å, forces in eV/Å.

## Properties
E_tot, eV: -15413.22690
Relative energy (zero: lowest compared OMol25 entry of this formula, charge and spin), kJ/mol: 297.6
LUMO, Eh: 0.0140

Mulliken population analysis, charges in e, atoms 1 to 8: number 1, C, carries 0.8052; number 2, C, carries 0.6520; number 3, C, carries -0.6854; number 4, C, carries 0.6106; number 5, H, carries 0.3390; number 6, H, carries 0.2864; number 7, H, carries 0.1722; number 8, H, carries 0.2692


(6)
Here is a 2-piece molecular cluster, C4H6N2O5S overall from OMol25. Energies are from ωB97M-V/def2-TZVPD.

XYZ file:
```
18
Properties=species:S:1:pos:R:3:forces:R:3
C -1.62112 -1.60005 -0.64910 0.03 0.17 0.45
C -1.64736 -1.09758 0.61440 -0.24 -0.32 -0.56
C -0.33365 -1.30662 -1.16322 0.48 0.22 0.24
C 0.32091 -0.65320 -0.16589 0.32 0.18 -0.14
N 1.86582 0.98337 1.36945 0.23 -0.29 -0.69
N -1.13571 1.89093 -0.54439 1.52 -0.57 -0.93
O -0.02872 2.69481 -0.42039 1.43 0.52 -0.16
O -2.11320 2.32646 -0.02129 -2.56 0.37 0.98
O 2.93820 -0.84975 0.06572 -0.14 0.00 0.06
O 1.97351 1.11137 -1.10016 0.08 -0.12 0.02
O -0.47147 -0.52077 0.91773 0.05 0.01 0.46
S 1.91655 0.13698 -0.03624 -0.29 0.04 0.53
H -2.41379 -2.10764 -1.15693 -0.21 -0.11 -0.07
H -2.41145 -1.08179 1.36512 -0.03 0.07 0.19
H 0.05430 -1.54521 -2.13012 0.13 -0.02 -0.26
H 0.73871 2.22380 -0.85129 -0.64 0.03 0.00
H 1.88893 0.45620 2.22381 0.06 -0.33 0.08
H 1.23945 1.77185 1.39386 -0.23 0.15 -0.20
```
Positions in Å, forces in eV/Å.

## Properties
E_tot, eV: -28291.92917
Spin multiplicity: 3
LUMO (spin up / spin down), Eh: 0.0213 / -0.0713

Mulliken population analysis, charges in e, atoms 1 to 8: number 1, C, carries -0.3435; number 2, C, carries -0.5166; number 3, C, carries -0.3380; number 4, C, carries 0.1601; number 5, N, carries -0.4915; number 6, N, carries 0.3668; number 7, O, carries -0.4154; number 8, O, carries -0.3887